Entry 1:
Density functional theory data (ωB97M-V/def2-TZVPD) for an isolated molecule of C4H8N2 in a non-equilibrium geometry.

The calculation puts the energy above the lowest of the compared OMol25 structures with the same formula, charge and spin at 436.9 kJ/mol. The frontier orbital gap comes out at 9.31 eV. Its strongest force on any atom is 0.0769 Eh/bohr. Its HOMO energy is -8.21 eV. As for the SMILES: C#CN(C)NC. The value obtained for the total energy is -7253.34738 eV. The calculation puts the lowest unoccupied orbital energy at 1.10 eV.

Element x y z (Å)
C -1.66 -0.12 -0.41
H -0.24 1.45 1.17
C -0.08 1.75 0.08
H 1.35 -0.66 1.12
H -0.64 2.59 -0.14
C 1.14 -1.10 0.14
H -3.67 -0.80 -0.02
H 2.12 -1.22 -0.38
H 0.59 -2.07 0.40
N -0.52 0.58 -0.70
H 0.97 1.81 -0.26
H 0.10 -0.86 -1.67
C -2.66 -0.66 -0.06
N 0.50 -0.34 -0.93

---

Entry 2:
Density functional theory data (ωB97M-V/def2-TZVPD) for a cluster of 2 separate species, C4H8N2 in total in a non-equilibrium geometry.

The calculation puts the energy above the lowest of the compared OMol25 structures with the same formula, charge and spin at 242.9 kJ/mol. The frontier orbital gap comes out at 8.26 eV. Its strongest force on any atom is 0.0266 Eh/bohr. Its HOMO energy is -8.89 eV. The value obtained for the total energy is -7255.35757 eV. The calculation puts the lowest unoccupied orbital energy at -0.63 eV.

Element x y z (Å)
N -0.43 -0.11 -0.35
H -0.72 -1.03 0.22
C 1.93 0.06 0.33
H -1.19 1.23 -1.71
N -1.83 -1.89 1.11
H 0.68 1.69 -0.38
H 2.66 0.71 0.82
C 0.60 0.78 0.22
H 2.31 -0.21 -0.66
C -1.25 0.24 -1.26
C -2.80 -1.21 1.11
H 0.23 1.05 1.21
H -2.02 -0.46 -1.57
H 1.83 -0.85 0.92